ORCA calculation (ωB97M-V/def2-TZVPD) on a structure of composition C36H62GeN9SSi2Y in a non-equilibrium geometry.

Geometry as XYZ:
```
112
Properties=species:S:1:pos:R:3:forces:R:3:mulliken_charge:R:1
H 0.1503 4.0332 2.9701 -0.30 -0.02 0.20 0.341
C -0.0881 -3.6445 1.7789 0.13 1.91 -0.34 -0.784
C -1.5621 1.6174 1.0160 1.56 -1.27 -0.81 -0.361
H 4.1812 -2.8990 -2.7784 0.69 0.79 0.02 0.385
H -7.0142 -6.3452 7.1680 -1.41 -0.71 0.70 0.466
N -2.3155 -1.3871 -2.0433 -0.27 -0.28 -2.06 0.051
H 1.3694 -2.7939 -3.5013 -0.49 -0.68 0.57 0.209
C 0.9294 0.1955 1.9766 0.68 0.35 1.03 -0.223
H 1.6161 7.1659 -3.8436 -0.47 -0.17 0.15 0.394
H 0.5410 -0.6494 1.4181 0.13 -0.50 -0.27 -0.541
C -1.6552 -2.4389 -2.7084 -2.97 0.97 -0.73 0.713
H -2.5011 2.4929 -2.3588 -0.36 -0.06 -0.61 0.352
C -4.9691 -5.2216 4.7824 0.21 0.01 -0.68 -0.241
C -1.3378 -2.9378 2.2340 -2.37 0.39 -0.53 0.072
S 1.5882 -0.1987 -2.1642 -0.26 -0.13 -0.10 -0.379
H 1.5113 3.3901 2.1282 0.00 -0.13 0.16 0.255
C -1.7187 -4.5974 4.0843 -0.78 -1.55 -0.79 -0.742
N -2.5189 -4.7626 5.2913 1.00 -0.71 1.54 0.311
C -3.8289 -5.1401 5.5853 0.46 0.16 -0.81 0.567
C -6.0939 -5.6679 5.4254 -1.56 -0.52 -0.35 -0.610
H 2.6466 5.8948 -3.1261 -0.16 0.39 0.04 0.109
H 1.2199 5.4375 -5.6834 -0.25 -0.64 -0.25 0.354
C -4.9490 -6.0694 7.5270 -2.12 -0.74 0.53 -0.625
H 4.4448 3.4878 0.0261 -0.06 -0.22 -0.37 0.535
H 0.6591 -2.8016 1.6559 -0.35 -1.42 -0.08 0.033
H 1.8091 0.5909 1.4475 -0.11 -0.39 0.12 0.179
H -1.7146 -5.5634 3.4702 -0.35 1.29 0.54 0.339
C 0.6735 -3.5541 -3.0489 -0.54 1.68 -0.02 -1.500
C 1.3858 5.0881 -4.6645 1.03 1.25 -0.15 -0.374
H -1.7834 -3.7070 -4.5235 0.43 -0.40 0.01 0.369
Y -1.2321 -0.6435 -0.0115 -0.03 2.64 -0.07 0.748
H -3.9830 -1.0105 2.0781 0.61 -0.75 0.09 0.470
H 1.2373 3.2404 -2.6760 0.49 -0.31 -0.86 -0.005
H 3.4324 1.3938 -0.4523 0.18 0.48 -0.90 -0.549
H -5.0127 -5.0893 3.6865 0.32 0.24 0.80 0.490
H 3.8484 -2.4492 -0.4323 -0.08 0.06 -0.28 0.334
C -0.9947 4.5724 0.3664 -0.95 0.47 -1.38 -1.308
C 4.0628 1.8091 -1.2898 0.04 -1.56 0.96 0.393
Ge 3.0583 1.4739 -2.9518 -0.40 -0.50 0.15 0.336
H 4.1770 -1.1082 -3.0508 -0.02 -0.88 0.37 0.018
C -3.5859 -2.6746 -4.2003 -1.18 0.14 -0.08 -0.382
H 3.2577 3.9693 -4.3189 -0.29 0.19 -0.46 0.259
C -4.2579 -1.7203 -3.4345 -1.22 -0.61 0.06 -0.843
H -1.3051 0.0018 3.9680 -0.10 1.13 0.32 0.075
H -1.3526 5.1206 1.2061 0.07 0.26 1.02 0.382
C 5.4491 3.9323 -1.8478 -0.75 -0.11 0.29 -0.292
H -0.6698 -4.4658 4.3701 -0.48 0.26 0.40 0.579
H 0.0552 4.3926 0.3765 0.93 -0.06 0.35 0.356
C 0.7421 3.1299 2.8681 0.67 -0.19 -0.46 -1.109
H -4.0432 -2.9600 4.0870 0.05 0.19 -0.87 0.607
H -0.2049 -4.2086 0.8004 0.08 0.66 1.39 0.063
C 2.2877 -1.5364 -1.2264 0.07 -0.68 -0.69 -0.103
C 4.2950 3.2767 -1.0510 -0.09 1.52 0.66 -0.415
H -0.7853 2.2712 -2.0456 0.19 -0.13 -0.28 -0.256
H -4.1652 -3.1269 -5.0420 0.88 0.10 0.86 0.412
C -3.5246 -0.9488 -2.5383 0.41 -1.06 1.12 -0.013
H 3.8810 0.6964 -4.0160 -0.24 0.39 0.02 0.149
H 4.5030 5.9225 -1.6070 0.07 -0.43 -0.30 0.294
C -1.6393 2.9279 -1.8827 0.75 0.20 -0.10 -0.304
H -5.0198 -6.4905 8.5371 0.48 0.38 -0.42 0.416
H 4.9517 1.1145 -1.2038 -0.57 1.06 -0.46 0.266
Si -0.2586 1.6156 2.3898 -1.58 0.04 0.71 0.508
C 5.4990 5.4539 -1.6910 -0.90 0.45 -0.94 -1.410
H -2.5152 1.2073 1.3174 -0.69 -0.17 0.76 0.547
H -4.0023 -0.0315 -2.1480 0.61 -0.62 0.28 0.442
N 3.6433 -1.7699 -1.1645 -0.21 0.56 1.92 -0.021
H 6.4098 -2.1424 -3.2027 0.22 0.38 0.06 0.358
H -0.7937 1.4518 4.9572 0.26 -0.17 -0.18 0.415
C -1.1951 1.1305 3.9946 -0.27 -0.89 -0.90 -1.000
N 1.4689 -2.3881 -0.6400 -0.38 0.15 -1.15 -0.915
H -4.1500 4.3762 -0.1811 0.16 -0.80 0.04 0.347
C -0.3399 -2.7933 -2.1953 3.45 1.30 3.03 0.235
H -5.4018 -1.7290 -3.4233 1.83 0.85 -0.56 0.351
H -2.1923 1.5903 3.9038 0.17 -0.31 0.10 0.308
C 1.6325 2.7474 -3.6110 -0.17 -0.42 1.14 -0.371
C -3.2677 -1.8325 2.2792 -0.42 1.68 -0.34 -1.232
C -6.1053 -6.0785 6.7425 1.86 0.77 0.62 -0.538
H -4.5174 2.5936 -0.0413 -0.02 -0.03 -0.44 0.299
C 6.0351 -1.7387 -2.2629 -1.25 0.23 1.73 -1.054
Si -1.9646 3.0355 -0.0445 -0.59 1.22 -0.18 0.084
H -1.1658 5.2565 -0.4907 0.08 -0.27 0.34 0.353
N -2.1375 -3.4524 3.1859 -0.24 -0.41 0.82 0.296
H 6.1515 -0.6179 -2.1519 0.71 -1.44 -0.08 0.214
H 2.1535 3.3335 -5.6156 0.53 -0.11 0.33 0.383
C -3.3907 -2.7791 3.2252 1.97 -0.69 0.85 -0.239
H 2.9954 6.6170 -4.6794 -0.04 -0.43 -0.15 0.335
H 1.2214 -0.2760 2.9440 0.16 0.31 -0.68 0.387
H 6.4344 3.5320 -1.5958 -0.21 -0.28 0.16 0.438
H 0.4156 5.0724 -4.1790 -0.16 -0.61 0.11 0.168
C 4.4920 -1.9091 -2.3380 -0.70 -0.26 -2.00 -0.232
H 0.2011 -4.2621 2.6226 0.46 -0.28 -0.44 0.629
H 5.2475 3.6078 -2.8626 0.25 0.33 -0.70 0.228
H 1.2100 -4.2762 -2.4800 0.60 -0.30 0.66 0.337
H 0.2257 -4.0697 -3.8657 -0.56 -0.30 -0.57 0.621
N -2.4955 -5.6733 7.3526 0.99 1.37 -1.78 -0.466
H 5.9877 5.9667 -2.5399 -0.01 -0.38 0.46 0.343
N -1.7109 -5.2150 6.4415 -2.08 0.04 0.34 -0.429
H -1.3737 3.9308 -2.3125 -0.50 -0.97 0.26 0.142
C 2.1731 6.2573 -4.0511 0.85 -0.23 0.58 -1.100
H 6.4883 -2.3357 -1.4098 -0.42 0.96 -0.97 0.321
C 2.2135 3.7631 -4.6062 -1.06 0.29 -0.21 -0.602
C -3.8079 3.3850 0.1929 0.37 0.60 -0.07 -1.209
H 3.3198 3.8025 -1.3075 1.10 -0.26 0.24 -0.077
H 0.7623 2.1748 -4.0185 0.79 0.34 0.21 0.574
N 0.0950 -2.2013 -1.0043 -0.43 -2.01 -3.75 0.988
H -3.8344 3.4343 1.2652 -0.29 0.29 0.86 0.374
H -7.0708 -5.8079 4.9325 0.80 0.34 -0.22 0.326
C -3.8292 -5.5869 6.9297 2.14 0.07 -1.40 0.210
C -2.2867 -3.0180 -3.8817 1.19 1.06 1.66 -0.898
H 1.2475 2.9150 3.8325 -0.27 0.11 -0.51 0.398
H 5.9589 5.7628 -0.7789 0.73 -0.01 0.62 0.410
N -2.0140 -1.8562 1.6585 0.14 -2.79 1.47 0.706
```
Forces are in eV/Å.

Properties
- HOMO energy (Ha) = -0.462
- lowest unoccupied orbital energy (eV) = -7.0
- charge = +2
- spin multiplicity = 1
- frontier orbital gap (Eh) = 0.205
- ΔE to the lowest compared entry with this formula, charge and spin (kcal per mole) = 0.0
- calculated total energy (eV) = -135884.0270


ORCA calculation (ωB97M-V/def2-TZVPD) on a cluster of 2 separate species, C10H13N4O in total in a non-equilibrium geometry.

Geometry as XYZ:
```
28
Properties=species:S:1:pos:R:3:forces:R:3:mulliken_charge:R:1
H -0.4297 -3.6711 -0.4682 1.29 0.36 0.87 0.246
C -1.4963 -1.7351 -1.7358 1.69 -0.65 0.02 -1.912
H -0.9273 3.7288 -2.7053 -2.35 -1.30 -0.01 0.331
H 0.3192 4.7880 -3.5752 -0.07 -0.44 0.81 0.271
C -0.0003 1.0335 0.1644 0.80 2.54 1.88 1.266
C 0.8858 -1.7911 2.5461 2.04 -0.01 1.76 -1.544
H 1.8582 -2.4302 2.2903 -2.18 1.16 0.96 0.308
N 0.7339 4.0554 -1.7275 0.67 -0.07 0.26 0.356
H -1.0331 1.0186 -1.7236 0.24 -1.23 1.31 0.085
N 0.7915 2.4218 1.6213 -0.88 1.64 -2.17 0.161
H 0.9932 -1.2352 3.5699 0.47 -0.32 -2.34 0.302
H 1.0748 -3.4306 0.6629 -0.24 0.14 -0.93 0.345
H -1.0821 -2.7482 -1.8765 -0.24 0.81 -0.51 0.376
H -0.4884 -3.5476 1.2479 -0.14 0.50 -0.24 0.309
H -1.5191 -1.0964 -2.5581 -0.04 0.30 -2.13 0.432
C -0.7595 -0.9643 -0.7299 0.30 -0.37 -0.68 1.141
H 0.0277 -2.3818 2.8120 -0.02 -1.10 -0.11 0.389
C -0.6685 0.4062 -0.8323 -0.68 0.56 -2.17 -1.222
O 1.0788 3.6171 -0.6865 1.33 0.63 0.07 -0.238
N 0.9232 1.3306 2.2286 0.52 -1.95 -0.20 -0.653
C -0.1057 -1.6864 0.2598 1.41 1.71 2.53 0.619
C 0.4918 0.3837 1.3093 -0.05 -0.07 0.24 0.257
C 0.0558 -3.1111 0.3871 -1.63 -3.52 -0.77 -1.472
H 1.0872 3.3445 1.9166 0.06 -0.28 0.73 0.258
C 0.0042 4.1558 -2.7190 1.36 1.60 -1.22 -0.240
N 0.1826 2.3947 0.4130 -0.86 -1.50 0.42 -0.445
H -2.4734 -1.8242 -1.4339 -2.53 -0.48 0.83 0.410
C 0.4756 -1.0252 1.3426 -0.28 1.31 0.79 0.863
```
Forces are in eV/Å.

Properties
- HOMO energy (alpha / beta) (Ha) = -0.438 / -0.438
- lowest unoccupied orbital energy (alpha / beta) (eV) = -5.8 / -5.8
- charge = +1
- spin multiplicity = 1
- frontier orbital gap (alpha / beta) (Eh) = 0.225 / 0.225
- ΔE to the lowest compared entry with this formula, charge and spin (kcal per mole) = 154.5
- calculated total energy (eV) = -18575.1323


ORCA calculation (ωB97M-V/def2-TZVPD) on an isolated molecule of C18H17FN4S in a non-equilibrium geometry.

Geometry as XYZ:
```
41
Properties=species:S:1:pos:R:3:forces:R:3:mulliken_charge:R:1
H -2.9898 3.8640 3.2873 -0.37 0.01 -0.43 0.401
C 2.3915 3.0763 3.1244 0.95 -0.99 -1.25 -0.067
N 1.8423 1.8729 2.9402 -0.51 -0.03 1.36 -0.561
C 0.8469 -4.1394 0.9867 0.67 0.86 -4.15 -1.054
C 1.0469 2.5729 0.9007 1.06 2.47 -0.77 -0.371
H -1.6317 -4.1675 -0.6297 0.32 0.46 -0.07 0.314
H 1.7627 4.5448 0.2755 0.37 -0.36 0.24 0.385
C -1.9654 2.2465 2.3893 1.54 -0.19 0.60 -0.002
N 2.4664 4.0681 2.2040 -0.99 -0.95 -0.58 -0.569
H 0.1664 -4.5057 -2.1328 -0.53 -0.30 -0.85 0.391
H -0.9941 -3.5907 1.5464 -1.37 0.43 0.37 0.554
C 0.3839 0.4644 1.6854 -0.53 -4.23 0.88 1.185
C -3.0249 1.2134 0.4517 1.52 0.25 0.55 -0.602
C 0.2779 -3.6914 -1.4479 0.73 0.85 0.65 -0.572
H 1.7397 -3.8935 1.5600 -0.28 0.83 0.29 0.337
C -0.9153 -3.3124 -0.6357 -1.53 -2.91 0.46 -0.963
C -0.9017 0.2853 1.3655 -1.20 -0.26 -1.05 -0.059
N -1.2873 -0.9730 0.9280 3.16 -0.53 0.16 -0.618
H 3.0693 -4.3446 -1.7053 -0.94 -0.10 0.25 0.312
H -1.0817 2.1843 3.0436 -0.88 0.64 0.25 0.480
H 3.2125 -4.9043 -0.0160 -1.88 0.08 -1.91 0.221
H 0.6195 -2.7718 -1.9091 0.24 0.01 -0.97 0.229
C -0.1921 -1.7443 0.9650 -0.69 0.65 2.61 -0.196
F -4.9882 3.9943 1.5095 0.24 -0.29 0.40 -0.320
C -3.9965 3.0607 1.5298 -0.29 0.67 -1.09 0.503
C -1.9232 1.3237 1.4090 -2.28 -1.67 -2.68 0.138
S 1.2493 -1.0545 1.7777 -1.78 0.15 -1.60 -0.282
H 0.5753 -5.1208 1.3562 -0.55 -0.49 -0.24 0.394
H 3.0161 3.1357 4.0319 -0.55 0.43 -0.46 0.400
C 2.4269 -4.8393 -0.9370 1.98 1.63 2.86 -0.967
C -4.0227 2.1451 0.4524 2.06 0.48 3.48 -0.764
C 1.8166 3.7697 1.0481 -1.04 -0.66 1.34 -0.325
H -3.0288 0.4396 -0.3054 0.23 -0.07 0.16 0.409
C 1.0448 1.6300 1.8822 3.43 4.51 1.09 -0.226
H -1.4855 -2.4710 -1.0102 0.23 0.27 0.35 0.357
C -2.9976 3.1480 2.4652 -0.47 0.75 0.78 -0.846
H 0.5162 2.3752 0.0016 -0.37 0.12 -0.69 0.472
H 2.2626 -5.8585 -1.2261 -0.55 -0.69 -0.30 0.360
C -0.3424 -3.2052 0.7922 -0.55 0.40 0.96 0.865
H -4.8452 2.1706 -0.1432 -2.03 -0.11 -1.93 0.546
N 1.2579 -4.0419 -0.4718 3.43 -2.16 0.96 0.109
```
Forces are in eV/Å.

Properties
- HOMO energy (Ha) = -0.299
- lowest unoccupied orbital energy (eV) = -0.2
- spin multiplicity = 1
- frontier orbital gap (Eh) = 0.292
- ΔE to the lowest compared entry with this formula, charge and spin (kcal per mole) = 4.3
- structure (SMILES) = CN1CC[C@H](c2nc(-c3ccc(F)cc3)c(-c3ccncn3)s2)C1
- calculated total energy (eV) = -38452.3253


ORCA calculation (ωB97M-V/def2-TZVPD) on the ion C5H8N3 with charge +1 in a non-equilibrium geometry.

Geometry as XYZ:
```
16
Properties=species:S:1:pos:R:3:forces:R:3:mulliken_charge:R:1
C -0.6422 -0.1521 -0.0494 4.91 -0.68 0.22 0.426
C 1.5132 1.4374 0.0110 -1.47 0.91 2.52 -0.724
H 0.5983 -3.0614 -0.0656 0.56 -2.86 -0.12 0.434
H 2.3824 1.5811 -0.5707 0.85 -0.24 -0.69 0.327
H 0.8152 2.2833 -0.1410 0.10 -0.84 -0.60 0.226
H -3.5997 1.0476 0.4220 -0.16 0.56 0.01 0.288
C 1.4741 -1.0477 -0.2087 -2.58 -2.14 -0.15 -0.127
H 1.7076 1.5700 1.0996 0.53 -0.15 -0.72 0.372
H 2.4598 -1.1514 -0.3997 3.09 -0.24 -0.18 0.514
N -2.8566 0.3748 0.3551 -1.04 -1.36 0.11 -0.486
N 0.8956 0.1199 -0.1022 -6.55 1.12 -0.45 0.130
C -1.7295 0.7902 0.0573 1.59 1.86 0.01 -0.282
H -1.3812 1.8293 -0.0755 -0.56 -0.16 -0.06 0.257
N -0.7145 -1.4777 -0.0343 4.21 1.62 -0.81 0.039
H -1.4568 -2.0811 -0.0855 -2.95 -0.98 0.14 0.195
C 0.5343 -2.0623 -0.2123 -0.52 3.58 0.79 -0.589
```
Forces are in eV/Å.

Properties
- HOMO energy (Ha) = -0.504
- lowest unoccupied orbital energy (eV) = -4.8
- charge = +1
- spin multiplicity = 1
- frontier orbital gap (Eh) = 0.329
- ΔE to the lowest compared entry with this formula, charge and spin (kcal per mole) = 36.6
- structure (SMILES) = [H]/N=C/c1[nH]cc[n+]1C
- calculated total energy (eV) = -9776.9555


ORCA calculation (ωB97M-V/def2-TZVPD) on the ion C6H10BrN4 with charge +1 in a non-equilibrium geometry.

Geometry as XYZ:
```
21
Properties=species:S:1:pos:R:3:forces:R:3:mulliken_charge:R:1
H 1.9176 1.0142 2.6044 -1.10 -0.28 -1.49 0.376
H 0.9101 2.1798 0.4099 -0.48 -1.08 -0.77 0.328
H -2.3472 -0.1264 -0.3006 0.54 1.09 0.56 0.288
H 2.2114 -0.1932 -1.0085 0.20 -0.38 0.35 0.340
C 0.2818 1.3652 0.8665 3.79 0.86 0.82 0.045
N -1.7021 0.6113 0.0554 -0.19 -1.74 -0.88 -0.276
H -0.7146 2.9680 1.0817 -0.58 1.32 -0.04 0.363
C 1.4951 0.6491 1.5994 -1.42 1.43 2.19 -0.207
N 2.0482 -0.3125 1.0644 1.81 -0.39 -0.01 -0.463
H -2.8360 1.9598 0.8846 -0.70 0.79 1.30 0.449
Br -2.2212 0.2319 2.8289 -0.67 0.11 -0.64 -0.090
H 1.9015 -1.7977 -0.2300 0.26 -1.11 -0.56 0.408
C 1.7031 -0.7610 -0.2121 -1.34 1.02 -0.56 -0.459
C -2.0134 1.3742 1.2395 1.98 0.44 0.76 -0.237
H -1.4244 -1.8119 -0.9074 1.50 -0.19 -1.31 0.389
N 0.2183 -0.6227 -0.4701 1.76 -1.66 -2.19 -0.046
H -0.3637 -1.4116 -2.4141 -0.23 0.60 -0.18 0.291
C -0.3768 -1.6436 -1.3617 -0.94 -1.36 2.34 -0.904
H 0.2352 -2.5873 -1.2455 -0.90 1.02 0.04 0.323
C -0.3881 0.3840 0.0038 -0.72 0.77 0.86 0.549
N -0.7067 2.1097 1.5773 -2.57 -1.23 -0.59 -0.467
```
Forces are in eV/Å.

Properties
- HOMO energy (Ha) = -0.499
- lowest unoccupied orbital energy (eV) = -3.6
- charge = +1
- spin multiplicity = 1
- frontier orbital gap (Eh) = 0.366
- ΔE to the lowest compared entry with this formula, charge and spin (kcal per mole) = 9.5
- structure (SMILES) = CN1CN=C[C@@H]2N[C@H](Br)[NH+]=C21
- calculated total energy (eV) = -82379.0030


ORCA calculation (ωB97M-V/def2-TZVPD) on an isolated molecule of C8H14N2O6 in a non-equilibrium geometry.

Geometry as XYZ:
```
30
Properties=species:S:1:pos:R:3:forces:R:3:mulliken_charge:R:1
H 0.9020 2.5990 0.8163 0.24 -0.15 -0.77 0.316
C 3.3538 -0.6675 0.2071 0.16 -1.72 -0.11 0.358
H 2.8280 1.7030 1.1681 -0.53 0.20 -1.99 0.325
H 3.3468 2.0368 -0.5229 -1.34 -0.45 0.15 0.372
H 1.9338 0.0434 -1.1723 -0.78 -0.51 0.14 0.273
O -3.7163 -0.7865 -0.1840 -1.78 0.86 0.60 -0.561
O 3.0195 -2.0023 0.2721 1.04 0.82 0.07 -0.487
H -3.0576 -1.3550 -0.5871 1.34 -0.28 -0.31 0.463
C -1.2069 0.5468 -1.0436 -3.37 -2.43 0.97 -1.103
N -1.6559 -2.0095 -0.6335 0.19 1.61 1.11 -0.524
H -2.5371 2.0691 -0.2818 0.00 -0.37 -0.04 0.557
O 1.2599 2.4794 -0.0846 1.41 -0.79 0.23 -0.488
C -2.0781 1.1322 0.0719 -0.59 0.27 1.47 -0.525
O 4.4883 -0.3273 0.3563 -0.48 0.27 -0.02 -0.514
H 2.0819 -2.1222 0.1463 -0.60 -0.08 0.01 0.367
H -1.9480 0.4485 -1.8630 0.80 0.10 -0.09 0.406
H 1.3699 -0.0427 1.8999 -0.60 -0.13 -1.77 0.340
N 1.0522 -0.0492 0.8878 1.77 -0.09 -0.56 0.067
H -1.6153 -2.3699 0.3046 -0.16 -0.58 0.29 0.275
C 2.1625 0.2001 -0.1187 -1.21 0.45 0.87 0.458
O -0.5761 -1.3070 1.6825 -0.15 0.54 -1.50 -0.698
C 2.4592 1.6369 0.0475 1.25 2.75 2.96 -1.022
C -0.0734 -0.7709 0.6821 -0.06 -1.61 1.60 -0.240
C -0.7246 -0.9180 -0.7114 2.01 1.12 -0.68 0.394
C -3.3211 0.2755 0.5246 0.16 0.27 -2.68 0.438
O -4.1147 0.7383 1.2627 -0.68 1.16 2.18 -0.570
H -0.3863 1.1240 -1.3060 1.38 1.20 -0.44 0.621
H -1.6557 1.4632 1.0645 0.36 -0.60 -1.11 0.156
H -1.6022 -2.6573 -1.3412 0.50 -1.76 -1.62 0.226
H 0.0114 -1.1110 -1.5445 -0.28 -0.06 1.05 0.323
```
Forces are in eV/Å.

Properties
- HOMO energy (Ha) = -0.357
- lowest unoccupied orbital energy (eV) = 0.0
- spin multiplicity = 1
- frontier orbital gap (Eh) = 0.358
- ΔE to the lowest compared entry with this formula, charge and spin (kcal per mole) = 58.2
- structure (SMILES) = N[C@@H](CCC(=O)O)C(=O)N[C@@H](CO)C(=O)O
- calculated total energy (eV) = -23787.5580